(1)
A structure of composition C29H31FIrN4Se at a distorted geometry, computed with ωB97M-V with the def2-TZVPD basis set.

Output
Orbital gap (alpha / beta) = 5.93 / 5.51 eV
F_max = 0.0216 hartree/bohr
HOMO level (alpha / beta) = -6.594 / -6.589 eV
Molecular weight = 725.8 g mol⁻¹
LUMO level (alpha / beta) = -0.67 / -1.08 eV
Total energy = -107433.6028 eV

Geometry as ORCA input:
```
! wB97M-V def2-TZVPD RIJCOSX def2/J DEFGRID3
* xyz 0 2
Ir 1.21 -0.02 -0.12
C 1.25 1.38 3.91
C 1.01 0.08 3.21
C -0.11 -0.69 3.47
C -0.25 -1.98 2.94
C 0.73 -2.51 2.14
C 1.86 -1.74 1.82
C 1.99 -0.45 2.35
H 1.83 2.06 3.28
H 1.82 1.21 4.82
H 0.32 1.87 4.19
H -0.88 -0.30 4.12
H -1.13 -2.56 3.18
H 0.65 -3.52 1.74
H 2.67 -2.16 1.25
H 2.92 0.09 2.22
Se -0.73 -3.32 -1.31
N 0.43 -4.02 -2.53
C 1.49 -3.20 -2.67
C 2.56 -3.22 -3.56
C 3.59 -2.29 -3.40
C 3.52 -1.33 -2.39
N 2.51 -1.26 -1.53
C 1.53 -2.18 -1.68
N 0.48 -2.02 -0.90
H 2.60 -3.97 -4.35
H 4.45 -2.30 -4.05
H 4.31 -0.59 -2.29
C -0.81 4.21 -0.85
N -0.75 4.11 0.59
C -2.06 4.23 1.19
C -0.08 2.90 1.03
C 1.41 2.90 0.75
C 2.11 4.07 1.02
C 3.48 4.17 0.81
C 4.17 3.07 0.32
C 3.48 1.89 0.06
C 2.10 1.77 0.27
H -1.22 5.17 -1.14
H -1.44 3.42 -1.30
H 0.19 4.13 -1.27
H -2.51 5.19 0.90
H -1.98 4.21 2.27
H -2.75 3.43 0.87
H -0.54 2.00 0.59
H -0.24 2.81 2.11
H 1.56 4.93 1.39
H 4.00 5.09 1.02
H 5.23 3.12 0.14
H 4.03 1.04 -0.32
F -7.06 -4.52 -2.03
C -5.90 -3.88 -1.75
C -5.36 -3.02 -2.68
C -4.18 -2.36 -2.38
C -3.52 -2.56 -1.16
C -2.26 -1.91 -0.86
C -4.10 -3.45 -0.25
C -5.28 -4.12 -0.54
H -5.87 -2.86 -3.62
H -3.76 -1.68 -3.11
H -1.97 -1.05 -1.46
H -1.95 -1.89 0.18
H -3.62 -3.63 0.70
H -5.72 -4.81 0.17
C 0.35 0.78 -1.51
H -0.23 0.21 -2.24
H 0.45 1.84 -1.78
*
```

---

(2)
A cluster of 2 separate species, C29H31FN2O4S in total at a distorted geometry, computed with ωB97M-V with the def2-TZVPD basis set.

Output
Orbital gap = 4.07 eV
F_max = 0.0564 hartree/bohr
HOMO level = -5.839 eV
Molecular weight = 522.6 g mol⁻¹
LUMO level = -1.77 eV
Total energy = -55294.8092 eV

Geometry as ORCA input:
```
! wB97M-V def2-TZVPD RIJCOSX def2/J DEFGRID3
* xyz 0 1
C 4.59 4.87 -1.14
C 4.35 3.42 -1.44
O 3.15 3.02 -0.71
C 2.53 1.88 -1.14
C 1.07 2.08 -1.01
F 0.35 1.40 -1.93
S 0.62 3.89 -1.04
C -1.17 3.80 -1.10
C -1.84 4.36 -2.18
C -3.22 4.17 -2.30
C -3.92 3.49 -1.29
C -3.22 2.96 -0.20
C -1.84 3.12 -0.10
O 0.97 4.52 0.21
O 1.04 4.42 -2.32
O 3.10 0.90 -1.61
H 5.54 5.19 -1.56
H 3.80 5.48 -1.60
H 4.59 5.06 -0.06
H 4.18 3.27 -2.52
H 5.15 2.77 -1.08
H -1.27 4.92 -2.93
H -3.73 4.55 -3.18
H -5.00 3.36 -1.37
H -3.75 2.42 0.58
H -1.28 2.71 0.75
C 4.60 -5.51 -0.56
N 3.73 -4.65 -1.31
C 3.83 -4.57 -2.76
C 2.72 -3.57 -3.16
C 2.17 -3.09 -1.86
C 2.79 -3.81 -0.81
C 2.44 -3.57 0.53
C 1.59 -2.51 0.81
C 0.86 -1.83 -0.21
C -0.23 -0.94 0.01
C -1.23 -1.03 1.02
C -2.52 -0.47 0.72
C -3.51 -0.42 1.68
C -3.26 -0.92 2.99
N -4.31 -0.67 3.80
C -4.41 -0.93 5.21
C -5.39 0.02 3.12
C -4.91 0.10 1.65
C -2.05 -1.56 3.29
C -1.09 -1.66 2.30
C 1.24 -2.11 -1.57
H 4.19 -5.68 0.44
H 4.69 -6.47 -1.09
H 5.62 -5.10 -0.46
H 4.82 -4.23 -3.08
H 3.67 -5.57 -3.19
H 3.11 -2.76 -3.78
H 1.95 -4.09 -3.75
H 2.86 -4.20 1.32
H 1.49 -2.18 1.84
H -0.44 -0.25 -0.79
H -2.73 -0.11 -0.29
H -3.63 -1.64 5.52
H -4.31 -0.01 5.81
H -5.40 -1.35 5.43
H -6.33 -0.54 3.22
H -5.56 1.02 3.54
H -4.97 1.13 1.26
H -5.56 -0.51 1.01
H -1.89 -1.98 4.28
H -0.19 -2.23 2.51
H 0.76 -1.56 -2.38
*
```

---

(3)
The molecule C29H31FN2O5S, computed with ωB97M-V with the def2-TZVPD basis set.

Output
SMILES = CCc1cccc(CC)c1NC(=O)COC(=O)C[C@@H]1c2ccccc2CCN1S(=O)(=O)c1ccc(F)cc1
Orbital gap = 8.91 eV
F_max = 0.0177 hartree/bohr
HOMO level = -8.433 eV
Molecular weight = 538.6 g mol⁻¹
LUMO level = 0.48 eV
Total energy = -57348.0921 eV

Geometry as ORCA input:
```
! wB97M-V def2-TZVPD RIJCOSX def2/J DEFGRID3
* xyz 0 1
C 0.96 0.53 -4.76
C 1.08 1.35 -3.48
C 2.24 1.02 -2.59
C 3.28 0.20 -3.02
C 4.31 -0.14 -2.17
C 4.35 0.34 -0.88
C 3.35 1.18 -0.41
C 3.36 1.77 0.97
C 4.62 1.49 1.79
C 2.29 1.50 -1.28
N 1.23 2.27 -0.74
C 0.65 3.35 -1.29
O 1.07 3.98 -2.24
C -0.64 3.84 -0.61
O -1.25 3.01 0.38
C -1.67 1.80 0.04
O -1.49 1.30 -1.04
C -2.49 1.16 1.14
C -2.36 -0.39 1.10
C -3.71 -1.05 1.21
C -4.63 -0.84 0.18
C -5.89 -1.40 0.24
C -6.25 -2.19 1.32
C -5.34 -2.41 2.34
C -4.06 -1.85 2.29
C -3.07 -2.13 3.39
C -2.02 -1.03 3.43
N -1.45 -0.90 2.10
S 0.15 -0.44 1.98
O 0.79 -0.74 3.22
O 0.25 0.92 1.50
C 0.81 -1.51 0.71
C 1.55 -2.60 1.12
C 2.13 -3.43 0.18
C 1.95 -3.13 -1.16
F 2.51 -3.93 -2.09
C 1.21 -2.04 -1.58
C 0.64 -1.22 -0.63
H 1.79 0.73 -5.43
H 0.93 -0.54 -4.55
H 0.04 0.80 -5.27
H 1.15 2.41 -3.75
H 0.15 1.25 -2.90
H 3.28 -0.18 -4.03
H 5.10 -0.79 -2.53
H 5.17 0.06 -0.23
H 3.23 2.85 0.88
H 2.50 1.39 1.53
H 5.51 1.85 1.27
H 4.55 2.00 2.75
H 4.73 0.43 1.98
H 0.88 1.94 0.16
H -0.44 4.78 -0.11
H -1.36 4.01 -1.42
H -3.53 1.44 0.97
H -2.17 1.56 2.10
H -1.93 -0.65 0.12
H -4.34 -0.24 -0.66
H -6.59 -1.23 -0.56
H -7.23 -2.63 1.38
H -5.61 -3.02 3.18
H -2.58 -3.09 3.19
H -3.58 -2.20 4.35
H -2.47 -0.09 3.76
H -1.20 -1.28 4.10
H 1.68 -2.78 2.18
H 2.73 -4.28 0.46
H 1.09 -1.84 -2.64
H 0.07 -0.35 -0.93
*
```

---

(4)
A cluster of 2 separate species, C29H31N3O5 in total at a distorted geometry, computed with ωB97M-V with the def2-TZVPD basis set.

Output
Orbital gap = 4.08 eV
F_max = 0.0388 hartree/bohr
HOMO level = -6.286 eV
Molecular weight = 501.6 g mol⁻¹
LUMO level = -2.21 eV
Total energy = -45279.1983 eV

Geometry as ORCA input:
```
! wB97M-V def2-TZVPD RIJCOSX def2/J DEFGRID3
* xyz 0 1
C -6.50 -5.78 0.20
O -6.72 -4.35 0.12
C -5.65 -3.51 0.20
C -5.89 -2.11 0.10
C -4.84 -1.22 0.15
C -3.49 -1.66 0.30
C -2.40 -0.72 0.33
C -1.08 -1.11 0.51
C 0.03 -0.28 0.60
N 1.28 -0.74 0.76
C 2.43 0.17 0.82
C 2.61 1.00 -0.46
C 3.82 1.90 -0.39
C 4.86 1.75 -1.31
C 6.02 2.52 -1.20
C 6.12 3.48 -0.18
C 5.07 3.66 0.72
C 3.91 2.87 0.62
C 3.59 -0.79 1.06
O 4.76 -0.50 1.28
N 3.08 -2.06 1.00
C 3.92 -3.22 1.15
C 1.64 -2.16 0.86
C 1.05 -2.86 2.10
C 1.32 -2.96 -0.42
C -3.29 -3.07 0.44
C -4.33 -3.98 0.37
H -7.50 -6.20 0.11
H -5.86 -6.14 -0.63
H -6.04 -6.07 1.16
H -6.92 -1.78 -0.02
H -5.02 -0.15 0.06
H -2.62 0.34 0.22
H -0.90 -2.18 0.59
H -0.09 0.81 0.55
H 2.34 0.84 1.69
H 2.69 0.31 -1.31
H 1.69 1.60 -0.59
H 4.76 0.99 -2.10
H 6.83 2.37 -1.91
H 7.03 4.09 -0.10
H 5.14 4.40 1.52
H 3.08 2.99 1.32
H 4.96 -2.88 1.24
H 3.64 -3.78 2.05
H 3.82 -3.88 0.28
H 1.40 -2.34 3.00
H -0.04 -2.85 2.10
H 1.39 -3.90 2.12
H 1.85 -2.52 -1.27
H 1.64 -4.00 -0.29
H 0.25 -2.96 -0.65
H -2.29 -3.48 0.60
H -4.14 -5.05 0.44
O -2.91 1.87 -1.20
C -2.52 3.05 -1.35
C -2.65 4.07 -0.29
C -1.96 5.25 -0.33
C -1.18 5.59 -1.46
N -0.42 6.80 -1.46
O 0.26 7.08 -2.47
O -0.46 7.53 -0.44
C -1.15 4.72 -2.58
C -1.83 3.53 -2.56
H -3.24 3.81 0.58
H -1.97 5.93 0.52
H -0.55 5.02 -3.44
H -1.79 2.88 -3.42
*
```